Entry from the Open Molecules 2025 dataset: a 2-piece molecular cluster, C2H3NO2 overall (wB97M-V/def2-TZVPD).

Results
- Strongest force on any atom: 5.5 eV/Å
- Orbital gap: 3.93 eV
- LUMO: 5.43 eV
- E: -282.99129 Eh

Geometry as ORCA input:
```
! wB97M-V def2-TZVPD RIJCOSX def2/J DEFGRID3
* xyz -2 1
C 4.83639 -0.70394 -0.84245
C 4.80050 0.67481 -0.07746
N 5.68731 -0.34163 0.31627
O 4.12077 1.78563 -0.09226
O 6.94965 -0.28915 0.72207
H 5.16972 -0.72726 -1.84729
H 4.20819 -1.55135 -0.72568
H -11.19624 1.63501 3.00558
*
```

Atomic partial charges in e from the Löwdin method, atoms 1 to 2: number 1, C, carries -0.085; number 2, C, carries -0.315

---

Entry from the Open Molecules 2025 dataset: C2H3NO2 as an isolated structure (wB97M-V/def2-TZVPD).

Results
- Strongest force on any atom: 3.9 eV/Å
- Orbital gap: 10.68 eV
- LUMO: 0.88 eV
- E: -283.13630 Eh

Geometry as ORCA input:
```
! wB97M-V def2-TZVPD RIJCOSX def2/J DEFGRID3
* xyz 0 1
C -1.20632 -0.14692 -0.00507
C 0.14679 0.55516 -0.05296
N -0.45103 -1.30908 -0.07226
O -2.32874 0.20089 0.03401
O 0.88325 -0.66520 0.06607
H 0.26876 1.15335 -0.94829
H 0.12561 1.21461 0.91491
H -0.42951 -2.36574 0.03272
*
```

Atomic partial charges in e from the Löwdin method, atoms 1 to 2: number 1, C, carries -0.493; number 2, C, carries -0.120

---

Entry from the Open Molecules 2025 dataset: one molecule with the formula C2H3NO2 (wB97M-V/def2-TZVPD).

Results
- Strongest force on any atom: 4.1 eV/Å
- Orbital gap (spin up / spin down): 7.11 / 8.17 eV
- LUMO (spin up / spin down): -0.60 / -0.02 eV
- E: -282.99833 Eh

Geometry as ORCA input:
```
! wB97M-V def2-TZVPD RIJCOSX def2/J DEFGRID3
* xyz 0 1
C -0.28055 1.04212 -0.17469
C -0.59166 -0.50992 0.07539
N 1.65215 -0.21499 -0.19641
O 0.73782 -1.10454 -0.15213
O 1.30913 0.97823 -0.12016
H -0.64566 1.68440 0.58142
H -1.09950 -1.05459 0.87494
H -1.08172 -0.82072 -0.88837
*
```

Atomic partial charges in e from the Löwdin method, atoms 1 to 2: number 1, C, carries -0.005; number 2, C, carries -0.142

---

Entry from the Open Molecules 2025 dataset: one molecule with the formula C2H3NO2 (wB97M-V/def2-TZVPD).

Results
- Strongest force on any atom: 3.9 eV/Å
- Orbital gap: 10.87 eV
- LUMO: 0.79 eV
- E: -283.17210 Eh

Geometry as ORCA input:
```
! wB97M-V def2-TZVPD RIJCOSX def2/J DEFGRID3
* xyz 0 1
O 1.89711 1.51386 -0.24296
C 0.74797 1.14853 -0.20037
N 0.36058 -0.15922 0.03648
C -0.92881 -0.69635 0.11058
O -1.02134 -1.91282 0.34155
H -0.12069 1.80833 -0.34325
H 1.10464 -0.85429 0.18605
H -2.03945 -0.84803 0.11193
*
```

Atomic partial charges in e from the Löwdin method, atoms 1 to 2: number 1, O, carries 0.056; number 2, C, carries -0.327

---

Entry from the Open Molecules 2025 dataset: one molecule with the formula C2H3NO2 (wB97M-V/def2-TZVPD).

Results
- Strongest force on any atom: 3.6 eV/Å
- Orbital gap (spin up / spin down): 8.88 / 8.69 eV
- LUMO (spin up / spin down): 0.54 / 0.81 eV
- E: -283.03472 Eh

Geometry as ORCA input:
```
! wB97M-V def2-TZVPD RIJCOSX def2/J DEFGRID3
* xyz 0 1
C -0.15734 0.93976 0.00381
C -0.52241 -0.53681 -0.06123
N 1.76369 -0.16518 -0.00891
O 0.78381 -1.13779 -0.00332
O 1.14868 0.98421 -0.06635
H -0.85646 1.66807 0.28449
H -1.02713 -0.82227 0.89625
H -1.13285 -0.92999 -1.04473
*
```

Atomic partial charges in e from the Löwdin method, atoms 1 to 2: number 1, C, carries -0.096; number 2, C, carries -0.164

---

Entry from the Open Molecules 2025 dataset: one molecule with the formula C2H3NO2 (wB97M-V/def2-TZVPD).

Results
- Strongest force on any atom: 5.2 eV/Å
- Orbital gap: 11.51 eV
- LUMO: 0.84 eV
- E: -283.13777 Eh

Geometry as ORCA input:
```
! wB97M-V def2-TZVPD RIJCOSX def2/J DEFGRID3
* xyz 0 1
C -0.12901 -0.11572 0.10235
N -1.35105 -0.81143 0.28900
O -1.03333 -2.23016 0.64779
C -1.56234 -1.93154 -0.47444
O -1.99662 -2.38735 -1.46437
H -0.46572 0.74937 -0.48910
H 0.33711 -0.01459 0.99347
H 0.50795 -0.52413 -0.70851
*
```

Atomic partial charges in e from the Löwdin method, atoms 1 to 2: number 1, C, carries -0.058; number 2, N, carries 0.042

---

Entry from the Open Molecules 2025 dataset: a 2-piece molecular cluster, C2H3NO2 overall (wB97M-V/def2-TZVPD).

Results
- Strongest force on any atom: 5.6 eV/Å
- Orbital gap: 10.10 eV
- LUMO: 0.50 eV
- E: -283.10939 Eh

Geometry as ORCA input:
```
! wB97M-V def2-TZVPD RIJCOSX def2/J DEFGRID3
* xyz 0 1
C -0.06547 -1.11886 -0.52201
C -0.28368 0.30999 -0.13757
N 0.12541 -0.72644 0.78612
O 0.02277 -2.00764 -1.30512
O 0.51807 1.30564 -0.50878
H -1.72604 0.94294 0.07499
H 0.93618 -0.56820 1.36252
H 0.47275 1.86257 0.24985
*
```

Atomic partial charges in e from the Löwdin method, atoms 1 to 2: number 1, C, carries -0.397; number 2, C, carries -0.375

---

Entry from the Open Molecules 2025 dataset: a 2-piece molecular cluster, C2H3NO2 overall (wB97M-V/def2-TZVPD).

Results
- Strongest force on any atom: 4.7 eV/Å
- Orbital gap: 10.70 eV
- LUMO: 0.75 eV
- E: -283.18879 Eh

Geometry as ORCA input:
```
! wB97M-V def2-TZVPD RIJCOSX def2/J DEFGRID3
* xyz 0 1
N 0.46512 0.72032 -2.57035
C 0.23591 0.07950 -1.59594
O -0.31735 -0.63728 -0.82704
H 0.93910 1.58090 -2.63183
C -0.29636 -0.37189 1.90846
O -0.64338 0.45984 1.11813
H 0.73582 -0.79062 2.08638
H -1.11885 -1.04078 2.51219
*
```

Atomic partial charges in e from the Löwdin method, atoms 1 to 2: number 1, N, carries 0.202; number 2, C, carries -0.369

---

Entry from the Open Molecules 2025 dataset: a 2-piece molecular cluster, C2H3NO2 overall (wB97M-V/def2-TZVPD).

Results
- Strongest force on any atom: 6.2 eV/Å
- Orbital gap (spin up / spin down): 7.13 / 8.04 eV
- LUMO (spin up / spin down): 0.81 / -3.18 eV
- E: -282.99378 Eh

Geometry as ORCA input:
```
! wB97M-V def2-TZVPD RIJCOSX def2/J DEFGRID3
* xyz 0 3
C -0.06252 -0.74345 -0.63504
C -0.70936 0.57683 2.42524
N 0.69494 -0.08855 -0.13828
O -1.16890 1.10511 3.46973
O -0.77794 1.28911 1.06601
H -0.82553 -1.41676 -1.01138
H -0.95994 2.33596 0.94738
H -0.20787 -0.48155 2.22309
*
```

Atomic partial charges in e from the Löwdin method, atoms 1 to 2: number 1, C, carries -0.074; number 2, C, carries -0.332

---

Entry from the Open Molecules 2025 dataset: a 2-piece molecular cluster, C2H3NO2 overall (wB97M-V/def2-TZVPD).

Results
- Strongest force on any atom: 5.4 eV/Å
- Orbital gap (spin up / spin down): 9.07 / 9.29 eV
- LUMO (spin up / spin down): 0.26 / -0.88 eV
- E: -282.90279 Eh

Geometry as ORCA input:
```
! wB97M-V def2-TZVPD RIJCOSX def2/J DEFGRID3
* xyz 0 3
C 0.41882 0.61018 -0.51979
C 0.37250 -0.03119 0.87469
N -0.55426 -1.41511 -0.66631
O -0.35734 -1.24546 0.61186
O -0.17820 -0.28145 -1.28303
H -0.81923 2.08913 -1.70526
H 1.30678 -0.23362 1.17146
H -0.18908 0.50752 1.51637
*
```

Atomic partial charges in e from the Löwdin method, atoms 1 to 2: number 1, C, carries -0.017; number 2, C, carries -0.114